Molecular formula: C4H12IOP
Method: DFT, the ωB97M-V functional and the def2-TZVPD basis

Geometry as ORCA input:
```
! RIJCOSX wB97M-V def2-TZVPD def2/J DEFGRID3
* xyz 0 1
I -3.328 -2.473 -0.959
C 0.423 1.038 0.614
C -1.050 1.252 0.289
O 1.232 -1.866 0.297
H 0.509 0.414 1.507
C 2.036 -0.801 -0.204
H -2.960 -0.192 0.775
H -2.346 0.167 -1.483
H 2.837 -0.552 0.494
H -0.950 -1.176 0.034
H 2.499 -1.191 -1.107
H 1.944 1.186 -0.901
H -1.135 1.994 -0.504
H 0.858 1.997 0.890
H 0.588 0.205 -1.389
P -2.012 -0.314 -0.222
H 1.177 -1.796 1.250
C 1.237 0.440 -0.542
H -1.557 1.667 1.161
*
```

Computed properties:
energy above the lowest of the compared OMol25 structures with the same formula, charge and spin: 0.0 kJ/mol
maximum force: 1.6 eV/A
HOMO: -8.4 eV
SMILES: OCCCC[PH3]I
E_tot: -23778.0412 eV

Results of the Mulliken charge analysis, in e, for atoms 1 through 2: atom 1 (I): -0.386, atom 2 (C): -0.605



Molecular formula: C4H12Li2O4
Method: DFT, the ωB97M-V functional and the def2-TZVPD basis

Geometry as ORCA input:
```
! RIJCOSX wB97M-V def2-TZVPD def2/J DEFGRID3
* xyz 0 1
O 1.906 -0.201 -0.562
H 2.945 1.296 -1.474
H 0.110 1.097 2.304
H 1.511 2.434 0.209
H -0.566 0.697 3.678
Li -0.361 -0.186 0.308
H 0.983 -0.117 3.416
C 0.062 0.209 2.933
H -0.723 2.053 -1.202
O -0.246 1.749 -0.426
C -2.445 -2.425 -1.179
C 1.095 2.134 -0.753
O -0.553 -0.874 2.274
H 2.683 -0.709 -0.805
H -3.383 -2.114 -0.721
H 1.524 0.926 -2.390
H -2.778 -2.197 -2.191
H 1.072 2.976 -1.444
H -2.346 -3.486 -0.950
C 1.909 0.975 -1.371
Li -0.953 -2.680 1.053
O -1.446 -1.556 -0.706
*
```

Computed properties:
energy above the lowest of the compared OMol25 structures with the same formula, charge and spin: 140.2 kJ/mol
maximum force: 2.6 eV/A
HOMO: -7.4 eV
E_tot: -12942.4461 eV

Results of the Mulliken charge analysis, in e, for atoms 1 through 2: atom 1 (O): -0.437, atom 2 (H): 0.373



Molecular formula: C4H12N2
Method: DFT, the ωB97M-V functional and the def2-TZVPD basis

Geometry as ORCA input:
```
! RIJCOSX wB97M-V def2-TZVPD def2/J DEFGRID3
* xyz 0 1
C 0.276 -1.396 -0.875
H 1.551 3.035 1.472
H -1.848 -0.827 -0.489
H -1.480 1.181 0.676
C -0.833 -0.728 -0.034
H -0.391 -2.269 -2.696
H 0.892 -0.698 -1.418
H 0.777 -2.013 -0.134
N 0.753 2.594 1.039
H -0.346 1.161 -0.878
H 0.452 -3.256 -1.758
H -0.021 3.209 1.275
C 0.433 1.164 1.225
C -0.617 0.824 0.121
N -0.216 -2.498 -1.726
H 1.372 0.649 0.984
H -0.866 -1.167 0.958
H 0.113 1.033 2.258
*
```

Computed properties:
energy above the lowest of the compared OMol25 structures with the same formula, charge and spin: 123.3 kJ/mol
maximum force: 3.3 eV/A
HOMO: -8.9 eV
SMILES: NCCCCN
E_tot: -7321.7510 eV

Results of the Mulliken charge analysis, in e, for atoms 1 through 2: atom 1 (C): -0.440, atom 2 (H): 0.181



Molecular formula: C4H12N2
Method: DFT, the ωB97M-V functional and the def2-TZVPD basis

Geometry as ORCA input:
```
! RIJCOSX wB97M-V def2-TZVPD def2/J DEFGRID3
* xyz 0 1
N -1.582 -1.774 1.642
H 1.405 2.834 -2.591
H -2.512 -3.557 2.429
H 3.175 2.488 -2.891
C 2.262 2.166 -2.414
H -0.780 -0.340 0.074
N 2.496 1.944 -0.963
H 2.099 1.909 0.922
H -0.667 -2.218 1.716
C 1.606 2.125 -0.062
H -3.560 -2.431 1.590
H -1.550 -1.760 -0.597
H -2.613 -3.457 0.667
C -1.584 -1.065 0.326
H -2.415 -0.176 0.050
H 2.067 1.192 -2.865
H 0.556 2.220 0.054
C -2.551 -2.874 1.599
*
```

Computed properties:
energy above the lowest of the compared OMol25 structures with the same formula, charge and spin: 297.4 kJ/mol
maximum force: 4.3 eV/A
HOMO: -9.3 eV
SMILES: C=NC.CNC
E_tot: -7319.9468 eV

Results of the Mulliken charge analysis, in e, for atoms 1 through 2: atom 1 (N): -0.389, atom 2 (H): 0.277



Molecular formula: C4H12N2
Method: DFT, the ωB97M-V functional and the def2-TZVPD basis

Geometry as ORCA input:
```
! RIJCOSX wB97M-V def2-TZVPD def2/J DEFGRID3
* xyz 0 1
H 2.527 1.467 1.891
C -2.170 -1.189 -0.387
H 0.009 0.231 0.745
C 2.601 1.502 -0.333
C 0.679 0.903 1.280
H -1.076 0.192 -1.464
H -2.625 -0.138 -2.012
H 3.056 0.510 -0.515
H 0.327 1.217 2.264
H -3.120 -1.748 -0.535
H 1.967 1.658 -1.188
H 3.480 2.132 -0.333
H -0.533 -2.264 -0.463
H -1.473 -2.588 1.085
N -1.339 -2.330 0.137
C 1.883 1.435 1.003
N -1.786 -0.507 -1.593
H -2.408 -0.483 0.419
*
```

Computed properties:
energy above the lowest of the compared OMol25 structures with the same formula, charge and spin: 264.7 kJ/mol
maximum force: 4.0 eV/A
HOMO: -8.5 eV
SMILES: C=CC.NCN
E_tot: -7320.2857 eV

Results of the Mulliken charge analysis, in e, for atoms 1 through 2: atom 1 (H): 0.247, atom 2 (C): -0.420



Molecular formula: C4H12N2
Method: DFT, the ωB97M-V functional and the def2-TZVPD basis

Geometry as ORCA input:
```
! RIJCOSX wB97M-V def2-TZVPD def2/J DEFGRID3
* xyz 0 1
C 1.430 -1.085 1.297
C 1.328 -0.175 2.565
C 0.029 -1.434 0.783
H 1.993 0.698 2.495
C -1.380 0.981 -1.908
H 1.666 -0.776 3.418
N -0.290 0.191 -2.115
H 2.093 -1.905 1.522
H 0.302 0.105 2.811
H 0.191 -2.289 0.112
H -2.177 2.357 -0.768
H 0.494 0.281 -1.495
H -0.811 -1.734 1.461
H -2.173 1.069 -2.662
H -0.418 -0.627 -2.681
N -1.329 1.842 -0.966
H -0.396 -0.600 0.226
H 1.876 -0.403 0.541
*
```

Computed properties:
energy above the lowest of the compared OMol25 structures with the same formula, charge and spin: 96.1 kJ/mol
maximum force: 2.9 eV/A
HOMO: -9.2 eV
SMILES: [H]/N=C/N.CCC
E_tot: -7322.0329 eV

Results of the Mulliken charge analysis, in e, for atoms 1 through 2: atom 1 (C): -0.140, atom 2 (C): -1.058



Molecular formula: C4H12N2
Method: DFT, the ωB97M-V functional and the def2-TZVPD basis

Geometry as ORCA input:
```
! RIJCOSX wB97M-V def2-TZVPD def2/J DEFGRID3
* xyz 0 1
H 1.675 -2.171 1.307
H 0.786 1.346 -2.272
C -1.269 1.992 0.333
H 0.846 2.482 -0.201
H 0.489 -2.329 -0.874
N 1.099 -1.537 -0.591
N -0.021 1.180 -1.605
C -0.153 2.007 -0.502
H -1.259 2.131 1.389
H -2.358 1.890 -0.012
H 0.856 -0.639 -0.993
H -0.947 1.007 -2.166
C 0.909 -1.474 0.931
C -0.501 -1.725 1.417
H -0.905 -2.675 1.103
H 1.221 -0.450 1.181
H -0.548 -1.909 2.549
H -1.318 -0.977 1.282
*
```

Computed properties:
energy above the lowest of the compared OMol25 structures with the same formula, charge and spin: 221.2 kJ/mol
maximum force: 3.7 eV/A
HOMO: -8.2 eV
SMILES: C=CN.CCN
E_tot: -7320.7360 eV

Results of the Mulliken charge analysis, in e, for atoms 1 through 2: atom 1 (H): 0.274, atom 2 (H): 0.264



Molecular formula: C4H12N2
Method: DFT, the ωB97M-V functional and the def2-TZVPD basis

Geometry as ORCA input:
```
! RIJCOSX wB97M-V def2-TZVPD def2/J DEFGRID3
* xyz 0 1
H 0.437 2.104 0.075
H -2.283 -0.876 0.185
H 2.429 0.934 -1.553
H 2.917 -0.764 -1.548
N -2.260 -0.693 1.166
H -2.593 0.217 1.077
H 1.318 -0.424 -2.266
H -0.325 -0.810 2.077
H 1.848 -0.413 0.753
H -0.996 0.770 1.610
H -0.776 -0.540 -0.664
H 0.000 1.555 -1.517
C 1.252 -0.646 -0.234
H 1.151 -1.741 -0.231
C 1.972 -0.140 -1.441
C -0.114 0.065 -0.112
C -0.767 -0.214 1.300
N -0.197 1.493 -0.463
*
```

Computed properties:
energy above the lowest of the compared OMol25 structures with the same formula, charge and spin: 196.9 kJ/mol
maximum force: 3.6 eV/A
HOMO: -9.5 eV
SMILES: CC[C@H](N)CN
E_tot: -7320.9882 eV

Results of the Mulliken charge analysis, in e, for atoms 1 through 2: atom 1 (H): 0.261, atom 2 (H): 0.289



Molecular formula: C4H12N2
Method: DFT, the ωB97M-V functional and the def2-TZVPD basis

Geometry as ORCA input:
```
! RIJCOSX wB97M-V def2-TZVPD def2/J DEFGRID3
* xyz 0 1
H -1.415 -1.482 1.414
N 1.137 -0.720 -0.811
N -2.184 0.822 -0.712
H 2.922 0.682 -0.553
C -0.678 0.935 -0.531
H 1.469 -1.675 -0.811
H -0.338 1.444 -1.519
C -0.198 -0.453 -0.188
H -2.559 1.747 -0.744
H -0.351 -0.228 2.136
H 2.455 -0.283 0.941
C 2.118 0.148 0.015
H -0.409 1.697 0.235
H -2.577 0.219 -1.548
H -0.979 -1.209 -0.707
H 0.506 -1.609 1.569
H 1.475 0.908 0.543
C -0.394 -0.943 1.270
*
```

Computed properties:
energy above the lowest of the compared OMol25 structures with the same formula, charge and spin: 225.9 kJ/mol
maximum force: 4.1 eV/A
HOMO: -8.9 eV
SMILES: CN[C@@H](C)CN
E_tot: -7320.6875 eV

Results of the Mulliken charge analysis, in e, for atoms 1 through 2: atom 1 (H): 0.311, atom 2 (N): -0.457



Molecular formula: C4H12N2
Method: DFT, the ωB97M-V functional and the def2-TZVPD basis

Geometry as ORCA input:
```
! RIJCOSX wB97M-V def2-TZVPD def2/J DEFGRID3
* xyz 1 2
H 2.456 1.351 -2.318
H 1.183 2.102 -1.499
H 2.585 2.042 -0.557
C 2.020 1.477 -1.367
C -1.611 -0.361 1.087
H -2.905 -1.667 0.258
H -2.881 -1.895 1.914
H 1.425 -0.576 -1.542
N 0.303 0.478 -0.007
H -0.829 -0.958 -0.863
C -0.486 -0.695 0.107
C 1.641 0.190 -0.709
H -1.188 -0.233 2.123
N -2.715 -1.243 1.088
H 0.193 -1.585 0.453
H 2.336 -0.103 -0.048
H 0.483 0.964 0.825
H -2.011 0.712 1.055
*
```

Computed properties:
energy above the lowest of the compared OMol25 structures with the same formula, charge and spin: 179.4 kJ/mol
maximum force: 6.6 eV/A
HOMO (alpha / beta): -13.2 / -13.0 eV
E_tot: -7312.5842 eV

Results of the Mulliken charge analysis, in e, for atoms 1 through 2: atom 1 (H): 0.343, atom 2 (H): 0.384



Molecular formula: C4H12N2O
Method: DFT, the ωB97M-V functional and the def2-TZVPD basis

Geometry as ORCA input:
```
! RIJCOSX wB97M-V def2-TZVPD def2/J DEFGRID3
* xyz 0 1
H 0.622 1.142 1.402
H 1.804 2.212 0.627
H -3.133 -0.083 1.306
C 1.423 1.191 0.660
C 0.925 0.805 -0.726
H -2.865 0.201 -0.410
H -1.787 -2.032 0.175
H 2.223 0.519 0.974
H -1.851 1.009 0.798
H -0.748 -1.192 1.386
N 1.810 0.714 -1.785
N 0.342 -0.649 -0.716
H -0.594 -0.963 -1.048
O 1.186 -1.660 -0.254
C -2.354 0.074 0.547
H 2.705 0.373 -1.421
H 1.652 -1.969 -1.043
H 0.037 1.386 -0.999
C -1.399 -1.078 0.527
*
```

Computed properties:
energy above the lowest of the compared OMol25 structures with the same formula, charge and spin: 722.2 kJ/mol
maximum force: 1.2 eV/A
HOMO (alpha / beta): -6.8 / -8.6 eV
E_tot: -9363.7087 eV

Results of the Mulliken charge analysis, in e, for atoms 1 through 2: atom 1 (H): 0.312, atom 2 (H): 0.365



Molecular formula: C4H12N2O
Method: DFT, the ωB97M-V functional and the def2-TZVPD basis

Geometry as ORCA input:
```
! RIJCOSX wB97M-V def2-TZVPD def2/J DEFGRID3
* xyz 0 1
C -1.823 -0.176 -0.448
H -0.654 0.606 1.604
H -2.485 -0.127 -1.328
H 1.736 1.906 -0.122
N 1.330 0.983 -0.083
H -2.321 -0.650 0.389
H -0.955 -0.765 -0.744
C 1.282 -1.907 0.377
H -2.143 1.559 1.470
H 2.424 0.425 -1.752
H 0.661 -2.731 0.017
H -0.971 1.739 -1.002
H 0.875 0.743 0.810
C -1.408 1.217 -0.154
O -2.075 2.055 0.606
N 1.885 -1.250 -0.772
H 0.656 -1.286 1.031
H 2.075 -2.356 0.982
C 1.913 0.014 -0.882
*
```

Computed properties:
energy above the lowest of the compared OMol25 structures with the same formula, charge and spin: 539.0 kJ/mol
maximum force: 1.5 eV/A
HOMO (alpha / beta): -8.1 / -8.1 eV
E_tot: -9365.6079 eV

Results of the Mulliken charge analysis, in e, for atoms 1 through 2: atom 1 (C): -0.564, atom 2 (H): -0.018



Molecular formula: C4H12N2O
Method: DFT, the ωB97M-V functional and the def2-TZVPD basis

Geometry as ORCA input:
```
! RIJCOSX wB97M-V def2-TZVPD def2/J DEFGRID3
* xyz 0 1
N 0.252 3.089 0.860
H 0.401 2.588 1.763
H -0.754 3.049 0.940
C 0.849 -0.503 0.369
N -0.077 0.688 0.186
O -0.544 -1.658 -1.664
H -0.410 -1.567 1.772
H 0.350 2.463 -0.976
C 0.004 -1.680 0.720
H -0.826 0.654 -0.513
C -1.070 -1.835 -0.384
H 1.555 -0.863 -0.449
H 1.705 -0.204 1.053
C 0.613 1.959 -0.015
H -0.181 -2.224 -2.298
H -1.527 -2.863 -0.194
H 0.615 -2.556 0.819
H 1.590 1.793 0.162
H -1.775 -1.096 -0.226
*
```

Computed properties:
energy above the lowest of the compared OMol25 structures with the same formula, charge and spin: 297.3 kJ/mol
maximum force: 4.5 eV/A
HOMO: -8.8 eV
SMILES: NCNCCCO
E_tot: -9368.1120 eV

Results of the Mulliken charge analysis, in e, for atoms 1 through 2: atom 1 (N): -0.725, atom 2 (H): 0.251